(1)
{
  "formula": "C2H10N4",
  "method": "ωB97M-V/def2-TZVPD",
  "gap_ev": [9.7, 3.4],
  "multiplicity": 2,
  "total_charge": 1,
  "s2": 0.758,
  "de_lowest_ev": 2.886,
  "e_homo_ha": [-0.492, -0.463],
  "symbols": ["N", "C", "N", "H", "H", "H", "H", "H", "H", "N", "C", "N", "H", "H", "H", "H"],
  "xyz": [[1.515303, 1.058589, 0.658145], [1.853244, 0.218310, -0.457748], [2.734914, -0.909461, -0.301990], [0.698956, 0.755088, 1.158976], [2.332784, 1.226855, 1.232893], [2.116487, 0.898618, -1.230558], [0.954440, -0.416319, -0.860529], [3.149196, -1.226427, -1.156672], [2.281664, -1.674865, 0.297619], [-1.628276, -0.598689, -0.872219], [-2.447039, 0.183409, -0.025739], [-2.741744, 0.287662, 1.180991], [-2.047182, -1.116467, -1.639737], [-0.703148, -0.543189, -0.682479], [-2.291835, 1.045652, -0.649675], [-2.089969, -0.225966, 1.776597]],
  "forces_ev_per_a": [[0.41, -1.22, -0.30], [-1.13, -1.09, -0.10], [-2.20, -0.33, 1.59], [-0.08, 0.16, 0.53], [-0.23, 0.06, 0.34], [0.66, 0.02, -1.24], [0.60, 1.31, 0.42], [0.73, -0.31, -0.39], [1.54, 1.32, -0.79], [-2.72, -2.54, 0.25], [1.18, 1.69, -0.90], [1.45, 0.35, 0.07], [0.54, 0.27, 0.30], [3.18, -0.30, 0.17], [-2.89, 1.94, -0.31], [-1.03, -1.33, 0.36]]
}

***

(2)
{
  "formula": "C20H46BF4N5O10PS",
  "method": "ωB97M-V/def2-TZVPD",
  "gap_ev": 6.2,
  "total_charge": 1,
  "e_homo_ha": -0.373,
  "symbols": ["C", "N", "C", "B", "O", "N", "C", "N", "C", "C", "C", "O", "C", "F", "F", "F", "S", "O", "O", "F", "C", "N", "P", "N", "H", "H", "H", "H", "H", "H", "H", "H", "H", "H", "H", "H", "H", "H", "H", "H", "H", "H", "C", "O", "C", "C", "O", "C", "C", "O", "C", "H", "H", "H", "H", "H", "H", "H", "H", "H", "H", "H", "H", "H", "H", "C", "O", "C", "C", "O", "C", "C", "O", "C", "H", "H", "H", "H", "H", "H", "H", "H", "H", "H", "H", "H", "H", "H"],
  "xyz": [[10.522486, 2.601140, 2.397586], [9.688592, 2.829570, 1.182739], [10.528197, 3.340256, 0.073180], [9.139124, 1.575240, 0.790801], [9.875950, 0.414585, 0.646909], [7.683772, 1.436690, 0.481096], [6.681633, 2.115621, 0.985651], [5.413816, 1.799786, 0.621191], [4.412940, 2.556480, 1.379327], [3.432246, 1.786199, 2.263494], [2.289615, 1.043723, 1.567289], [1.413634, 1.844163, 0.841235], [2.762235, -0.089935, 0.664917], [3.828936, -0.717531, 1.208426], [1.772569, -1.001152, 0.558868], [3.050998, 0.329658, -0.572995], [3.754504, 3.798518, 0.250437], [2.772935, 4.519599, 0.967330], [4.852359, 4.509748, -0.294828], [3.148053, 2.979607, -0.870499], [5.362605, 3.302103, 2.352432], [6.773606, 3.154894, 1.882996], [7.339706, 4.765049, 1.255190], [8.526704, 5.397303, 2.013451], [11.426852, 2.051400, 2.155414], [9.953099, 2.021275, 3.118245], [10.785292, 3.564574, 2.815120], [11.586093, 3.188144, 0.262181], [10.352791, 4.397767, -0.094004], [10.302225, 2.822922, -0.860725], [10.007068, 0.239044, -0.291767], [7.432585, 0.699136, -0.163150], [5.320375, 0.784772, 0.637241], [3.980371, 1.052753, 2.844098], [3.016154, 2.498459, 2.968855], [1.726962, 0.539871, 2.355267], [0.984481, 2.485947, 1.411889], [5.327504, 2.721994, 3.271448], [5.030336, 4.276755, 2.687975], [7.547492, 4.517816, -0.118894], [6.240613, 5.632726, 1.332025], [8.839167, 4.780218, 2.752819], [-4.625127, -2.854577, -2.572849], [-3.658538, -1.924510, -3.014534], [-4.185561, -0.616095, -3.147433], [-3.104292, 0.423229, -2.965070], [-2.736060, 0.641038, -1.608638], [-1.941699, -0.352525, -0.980845], [-0.499945, -0.374600, -1.436877], [-0.379658, -1.034333, -2.688131], [0.764746, -0.635845, -3.402400], [-5.433828, -2.958747, -3.304096], [-4.129680, -3.815255, -2.449898], [-5.042962, -2.553901, -1.604732], [-4.979483, -0.444653, -2.411427], [-4.610257, -0.516736, -4.155836], [-3.507296, 1.379760, -3.304236], [-2.232847, 0.198695, -3.582090], [-2.396204, -1.340746, -1.070503], [-1.944597, -0.083218, 0.078854], [0.098245, -0.924553, -0.706921], [-0.125982, 0.655117, -1.507942], [0.752979, 0.444604, -3.593520], [0.758451, -1.157026, -4.357238], [1.681725, -0.899774, -2.859809], [-9.359404, -6.788407, 0.172072], [-9.645133, -5.446228, -0.149769], [-10.853912, -4.990799, 0.437041], [-10.822843, -3.495351, 0.652711], [-10.054589, -3.088677, 1.776685], [-8.642149, -3.135108, 1.655428], [-8.061300, -2.047451, 0.779704], [-8.214013, -2.367453, -0.592930], [-8.195865, -1.225386, -1.417164], [-10.124703, -7.464092, -0.226099], [-8.399320, -7.038753, -0.274931], [-9.282494, -6.923667, 1.257329], [-11.027522, -5.490872, 1.396579], [-11.679539, -5.235929, -0.244868], [-11.842303, -3.176214, 0.878937], [-10.510346, -2.972453, -0.252655], [-8.302467, -4.121182, 1.333481], [-8.268937, -2.972272, 2.668975], [-6.986617, -1.951725, 0.992818], [-8.555967, -1.096339, 1.008495], [-8.997170, -0.529292, -1.143808], [-8.354485, -1.550992, -2.443367], [-7.227727, -0.713595, -1.348754]],
  "forces_ev_per_a": [[-0.42, 0.30, -0.40], [0.42, -0.58, 0.42], [-0.37, 0.20, -0.20], [0.43, -0.45, 0.02], [-0.49, 0.54, -0.45], [0.54, 0.10, -0.04], [-0.09, 1.21, -0.06], [0.16, -1.60, 0.93], [1.30, 0.36, 0.29], [-0.40, -0.19, -1.06], [-0.27, 0.04, 0.87], [0.23, -0.01, -0.62], [-1.65, -0.29, -0.19], [0.22, 0.12, -0.34], [0.90, 0.25, 0.15], [0.51, -0.26, 0.33], [0.07, 1.01, 1.19], [-0.64, -0.12, 0.02], [0.53, -0.27, -0.44], [-0.33, -0.39, -0.64], [-0.13, -0.78, 1.40], [-1.56, 1.01, -1.70], [2.05, 0.82, 0.57], [-0.75, -0.44, 0.25], [0.19, -0.10, -0.01], [-0.05, 0.05, 0.27], [0.08, 0.15, 0.22], [0.14, -0.10, 0.12], [-0.05, 0.22, 0.12], [-0.06, 0.00, -0.18], [0.26, -0.60, 0.02], [-0.17, -0.13, 0.04], [-0.64, 0.09, -0.65], [0.31, -0.02, 0.11], [-0.18, 0.15, 0.05], [0.14, -0.23, 0.21], [-0.13, 0.08, 0.15], [-0.05, -0.12, 0.18], [0.29, 0.48, -0.54], [-0.31, -0.23, 0.05], [-0.34, -0.61, -0.29], [0.56, 0.31, 0.02], [0.06, 0.04, -0.07], [0.06, 0.04, 0.30], [0.12, -0.22, -0.23], [-0.05, 0.14, -0.02], [0.05, 0.01, 0.01], [-0.07, 0.10, 0.10], [-0.11, -0.30, -0.23], [-0.09, 0.22, -0.13], [-0.06, -0.10, 0.06], [-0.07, -0.03, 0.08], [0.02, 0.00, -0.07], [-0.10, 0.00, -0.05], [0.00, 0.03, 0.01], [-0.12, 0.13, 0.06], [-0.01, 0.01, 0.04], [-0.01, -0.17, 0.02], [0.10, -0.05, -0.13], [-0.01, 0.02, 0.00], [-0.12, 0.13, 0.02], [0.00, 0.01, 0.02], [0.07, 0.00, 0.04], [0.00, -0.04, 0.01], [0.05, 0.06, -0.04], [-0.01, 0.06, -0.09], [0.14, 0.05, 0.24], [0.08, -0.04, -0.31], [-0.10, 0.07, 0.06], [0.01, 0.01, -0.02], [-0.02, 0.01, 0.14], [0.15, -0.18, -0.19], [-0.24, 0.03, -0.02], [0.10, -0.10, 0.04], [0.01, -0.05, 0.06], [-0.01, 0.01, -0.06], [-0.07, -0.05, 0.00], [0.00, 0.02, 0.02], [-0.12, 0.00, 0.13], [0.00, 0.00, 0.04], [0.11, -0.12, -0.06], [0.02, 0.04, -0.17], [-0.03, 0.02, 0.01], [-0.03, 0.12, 0.13], [0.00, 0.01, 0.03], [0.06, 0.06, 0.02], [0.04, -0.04, 0.00], [-0.05, 0.11, -0.03]]
}

***

(3)
{
  "formula": "C33H52N3O14",
  "method": "ωB97M-V/def2-TZVPD",
  "gap_ev": 5.8,
  "total_charge": 1,
  "de_lowest_ev": 4.898,
  "e_homo_ha": -0.367,
  "symbols": ["C", "C", "O", "N", "H", "H", "C", "H", "H", "H", "H", "H", "H", "C", "C", "O", "N", "H", "H", "C", "H", "H", "H", "H", "H", "H", "N", "O", "O", "O", "C", "C", "C", "O", "H", "H", "H", "H", "H", "H", "H", "H", "C", "C", "C", "O", "H", "H", "H", "H", "H", "H", "H", "H", "C", "C", "C", "O", "H", "H", "H", "H", "H", "H", "H", "H", "C", "C", "C", "O", "C", "C", "C", "O", "H", "H", "H", "H", "C", "C", "C", "O", "C", "C", "C", "O", "H", "H", "H", "H", "C", "C", "C", "O", "C", "C", "C", "O", "H", "H", "H", "H"],
  "xyz": [[-4.560912, 3.037196, 0.009441], [-3.146912, 3.514196, 0.152441], [-2.714912, 4.133196, 1.186441], [-2.060912, 3.171196, -0.918559], [-1.841912, 2.267196, -0.862559], [-2.602912, 3.383196, -1.725559], [-0.830912, 3.995196, -0.937559], [-4.957912, 3.449196, -0.879559], [-5.071912, 3.430196, 0.754441], [-4.610912, 1.939196, 0.122441], [-1.001912, 4.828196, -0.423559], [-0.199912, 4.214196, -1.966559], [-0.084912, 3.579196, -0.407559], [-2.940912, -2.271804, -2.105559], [-2.259912, -2.067804, -3.350559], [-2.387912, -2.937804, -4.212559], [-1.663912, -0.702804, -3.714559], [-2.395912, -0.093804, -3.798559], [-1.142912, -0.362804, -2.953559], [-0.884912, -0.618804, -4.955559], [-2.234912, -2.445804, -1.277559], [-3.629912, -3.051804, -1.979559], [-3.497912, -1.378804, -1.723559], [-0.109912, -1.371804, -4.768559], [-0.426912, 0.380196, -5.143559], [-1.413912, -1.132804, -5.863559], [-0.413912, 0.085196, -0.524559], [-1.617912, 0.310196, -0.577559], [0.040088, -0.196804, -1.641559], [0.232088, 0.828196, 0.241441], [3.452088, 1.209196, 1.478441], [3.012088, -0.248804, 1.600441], [3.445088, -0.992804, 2.864441], [1.601088, -0.181804, 1.502441], [4.638088, 1.437196, 1.473441], [2.774088, 1.943196, 2.004441], [3.706088, 1.546196, 0.440441], [3.301088, -0.945804, 0.924441], [3.105088, -0.678804, 3.590441], [4.536088, -1.178804, 3.015441], [2.898088, -2.034804, 2.896441], [1.278088, 0.203196, 0.592441], [2.974088, -5.541804, -2.490559], [1.846088, -4.667804, -1.903559], [2.243088, -3.191804, -1.795559], [0.785088, -4.918804, -2.879559], [3.775088, -5.263804, -2.196559], [3.240088, -5.543804, -3.598559], [3.012088, -6.689804, -2.376559], [1.732088, -5.111804, -1.009559], [3.310088, -2.977804, -1.327559], [1.548088, -2.561804, -1.288559], [2.118088, -2.760804, -2.831559], [0.721088, -5.932804, -2.791559], [2.218088, 2.700196, -2.799559], [3.324088, 1.959196, -1.842559], [4.821088, 2.315196, -2.084559], [2.997088, 2.369196, -0.542559], [2.460088, 2.308196, -3.710559], [2.294088, 3.849196, -2.706559], [1.173088, 2.261196, -2.723559], [2.993088, 0.881196, -1.964559], [5.499088, 1.671196, -1.392559], [4.964088, 3.211196, -1.785559], [5.290088, 2.176196, -3.095559], [2.218088, 1.804196, -0.332559], [-0.251912, -2.942804, 1.316441], [1.097088, -3.574804, 1.205441], [1.096088, -5.136804, 1.594441], [2.175088, -5.731804, 1.816441], [-0.234912, -5.710804, 1.926441], [-1.502912, -5.003804, 2.036441], [-1.543912, -3.631804, 1.574441], [-2.597912, -3.069804, 1.440441], [-0.204912, -1.749804, 1.263441], [2.050088, -3.124804, 1.120441], [-0.445912, -6.858804, 2.433441], [-2.529912, -5.609804, 2.356441], [-0.696912, 3.441196, 2.933441], [0.233088, 3.223196, 1.728441], [0.654088, 4.472196, 0.953441], [1.379088, 4.420196, 0.003441], [0.168088, 5.753196, 1.481441], [-0.690912, 5.955196, 2.725441], [-1.136912, 4.721196, 3.409441], [-1.730912, 4.858196, 4.430441], [-1.030912, 2.350196, 3.499441], [0.365088, 2.215196, 1.387441], [0.378088, 6.652196, 0.825441], [-1.178912, 6.914196, 3.117441], [-1.748912, -0.141804, 2.943441], [-2.600912, 0.464196, 1.847441], [-4.178912, 0.230196, 1.966441], [-4.920912, 0.546196, 1.126441], [-4.675912, -0.275804, 3.241441], [-3.889912, -0.960804, 4.215441], [-2.392912, -0.811804, 4.191441], [-1.627912, -1.081804, 5.185441], [-0.532912, -0.081804, 2.762441], [-2.032912, 0.947196, 1.017441], [-5.908912, -0.550804, 3.243441], [-4.174912, -1.446804, 5.012441]],
  "forces_ev_per_a": [[3.66, -1.51, -3.00], [2.46, 2.86, 6.77], [-2.17, -2.92, -5.89], [-2.14, 5.45, -0.19], [0.87, -5.34, 0.26], [-0.31, -0.39, -1.44], [0.24, -1.23, -5.22], [-0.60, -0.05, -1.37], [-2.21, 1.89, 3.72], [0.04, 0.36, -0.62], [-1.23, 3.75, 1.43], [-2.53, -0.67, 2.05], [0.98, -2.80, 0.66], [0.34, 2.79, 3.81], [-1.93, -3.89, -4.03], [1.65, 3.18, 1.43], [0.13, -2.15, -1.23], [-2.97, 1.88, -0.10], [1.68, 0.45, 2.25], [0.92, -2.47, -2.00], [0.20, 0.22, -0.18], [-0.70, -1.43, -1.05], [0.62, -0.26, -0.46], [0.43, 0.53, -0.27], [-0.76, -0.79, 0.27], [0.45, 1.57, 1.79], [-0.88, 6.05, -4.44], [-3.32, -1.45, 0.68], [2.83, -2.85, -0.35], [-1.82, -0.10, -1.13], [4.22, -0.27, -0.09], [-0.28, 1.80, 2.89], [4.38, -7.71, -11.33], [0.41, -1.33, 0.47], [-1.97, -0.68, 2.12], [1.18, -0.85, -0.41], [-1.53, -1.27, 1.62], [1.55, -1.26, -3.28], [-5.70, 6.54, 13.05], [-0.83, 0.33, -0.60], [1.24, 1.41, -0.56], [2.17, -1.27, 2.69], [-6.85, -4.66, -5.09], [2.05, -0.12, -4.88], [1.21, 0.46, -1.33], [-0.71, -1.48, 1.84], [10.32, 3.41, 4.59], [-1.42, 0.83, 0.78], [-0.95, 1.64, 0.67], [-1.47, -1.16, 3.44], [-2.17, -0.70, -1.21], [-0.68, 0.04, 0.99], [0.95, -0.48, 0.70], [-0.25, 2.36, -0.63], [0.74, 0.54, 2.36], [-2.25, 0.51, -1.92], [-0.11, -7.50, -1.27], [-1.34, 0.75, -2.33], [0.90, -0.15, -3.16], [-0.33, -1.97, -0.29], [0.99, 0.74, 0.94], [1.20, 0.71, 0.05], [-1.34, 0.82, -1.01], [0.88, 6.43, 1.89], [-1.07, 0.06, 0.71], [0.71, 1.12, 0.16], [6.36, 1.08, -0.85], [-7.16, -1.52, 1.76], [2.54, 1.12, 0.63], [-3.18, 1.48, -0.93], [-5.75, -1.82, 2.74], [2.62, -4.44, -0.12], [0.90, -0.08, 0.24], [-1.14, 1.07, -0.40], [-0.43, -2.92, 0.10], [0.53, 0.75, -0.25], [1.61, 3.25, -1.93], [3.02, 1.94, -0.88], [3.79, -6.32, -4.36], [-4.55, 2.92, 5.19], [0.43, -0.71, 4.16], [1.54, 0.75, -0.75], [-3.73, 3.44, 4.24], [2.72, -0.54, -5.67], [1.61, 1.46, -0.33], [-1.64, -0.27, 1.90], [0.84, 3.73, -1.54], [0.55, 0.23, 0.32], [0.02, -1.12, 1.03], [1.22, -1.35, -0.90], [-1.35, 2.00, -4.12], [2.01, -2.85, 5.46], [5.52, 0.37, 3.13], [-2.92, 0.51, -3.45], [-1.79, -4.80, 3.41], [1.12, 5.03, -6.63], [3.61, 0.46, 1.45], [-3.41, 0.68, -3.76], [-3.22, -0.19, 0.98], [-1.43, -0.45, 1.34], [3.65, 1.25, 0.08], [-2.29, -2.46, 3.98]]
}